The following is a quantum chemistry calculation of a 4-piece molecular cluster, C34H62BrFIN2O14P3 overall, from the OMol25 dataset.

The geometry in XYZ format:
```
118
C34H62BrFIN2O14P3 ωB97M-V with the def2-TZVPD basis set
C -2.913 3.442 -2.553
C -4.184 3.384 -2.060
C -4.750 4.404 -1.045
C -5.045 3.765 0.341
I -4.134 1.728 0.375
C -4.281 4.410 1.563
C -3.765 5.863 1.485
C -4.823 6.950 1.292
O -5.366 7.248 0.281
Br -5.338 7.936 2.942
N -4.905 3.907 2.803
C -6.219 3.391 2.374
O -6.920 2.903 3.211
C -6.535 3.633 0.848
C -7.429 4.882 0.694
C -7.994 5.200 -0.554
C -8.788 6.338 -0.655
C -9.007 7.071 0.508
N -8.506 6.813 1.702
C -7.750 5.722 1.753
C -7.426 2.461 0.302
C -7.242 2.091 -1.182
F -7.281 1.279 1.021
H -2.284 2.563 -2.356
H -2.506 4.278 -3.129
H -4.829 2.591 -2.452
H -5.652 4.814 -1.527
H -4.010 5.209 -1.020
H -3.334 3.849 1.519
H -3.237 6.081 2.423
H -3.035 5.984 0.674
H -5.223 4.775 3.254
H -7.818 4.629 -1.461
H -9.242 6.661 -1.589
H -9.654 7.952 0.426
H -7.317 5.495 2.733
H -8.471 2.776 0.424
H -6.592 1.211 -1.285
H -8.211 1.786 -1.604
H -6.810 2.874 -1.810
C 3.832 2.450 -2.773
C 2.843 3.496 -3.258
O 2.595 3.379 -4.659
P 1.576 2.210 -5.181
O 0.237 2.726 -4.766
O 1.548 2.617 -6.776
C 0.312 2.792 -7.468
C -0.027 4.263 -7.585
O 2.824 1.165 -5.497
C 2.495 -0.233 -5.683
C 1.829 -0.490 -7.022
H 3.401 1.448 -2.831
H 4.113 2.639 -1.735
H 4.730 2.453 -3.390
H 1.902 3.432 -2.703
H 3.255 4.493 -3.097
H -0.493 2.237 -6.984
H 0.440 2.366 -8.466
H -0.049 4.746 -6.608
H -0.998 4.400 -8.065
H 0.730 4.780 -8.178
H 1.861 -0.572 -4.861
H 3.432 -0.786 -5.626
H 0.818 -0.077 -7.043
H 1.755 -1.562 -7.212
H 2.390 -0.022 -7.831
C 5.119 -5.164 -1.249
C 4.153 -5.159 -2.422
O 2.793 -5.196 -1.987
P 2.102 -3.817 -1.445
O 1.906 -3.030 -2.701
O 0.573 -4.386 -1.234
C -0.550 -3.704 -1.792
C -0.997 -4.377 -3.073
O 2.431 -4.189 0.137
C 2.338 -3.121 1.111
C 0.900 -2.743 1.412
H 5.049 -4.234 -0.681
H 6.147 -5.273 -1.598
H 4.888 -5.980 -0.563
H 4.319 -4.287 -3.062
H 4.310 -6.050 -3.030
H -0.330 -2.648 -1.954
H -1.354 -3.753 -1.053
H -0.181 -4.447 -3.792
H -1.822 -3.827 -3.532
H -1.330 -5.396 -2.869
H 2.903 -2.254 0.758
H 2.821 -3.482 2.018
H 0.442 -2.232 0.561
H 0.853 -2.071 2.269
H 0.302 -3.630 1.620
C 5.184 -2.852 9.109
C 4.793 -2.461 7.695
O 5.531 -3.197 6.719
P 5.083 -4.733 6.389
O 3.818 -4.552 5.615
O 6.121 -5.050 5.151
C 5.645 -5.580 3.915
C 5.511 -4.479 2.884
O 6.203 -5.358 7.444
C 6.042 -6.736 7.854
C 6.413 -7.710 6.751
H 4.873 -3.876 9.332
H 4.713 -2.189 9.837
H 6.266 -2.809 9.236
H 3.719 -2.595 7.535
H 5.022 -1.408 7.530
H 4.703 -6.112 4.049
H 6.381 -6.313 3.574
H 4.872 -3.671 3.241
H 5.095 -4.870 1.953
H 6.487 -4.037 2.671
H 5.015 -6.902 8.188
H 6.696 -6.884 8.713
H 5.675 -7.691 5.946
H 6.456 -8.729 7.139
H 7.378 -7.454 6.316
```

For the HOMO energy, the calculation gives -7.964 eV. The max |F| is 0.15248 hartree/bohr.